1.
A 16-piece molecular cluster, C49H141N11O16 overall, computed with wB97M-V/def2-TZVPD.

The energy above the lowest of the compared OMol25 structures with the same formula, charge and spin is 3.035 eV. For the LUMO energy, the calculation gives 0.26 eV.

ORCA input file:
```
! RIJCOSX wB97M-V def2-TZVPD def2/J DEFGRID3
* xyz 0 1
C 4.041 2.669 -1.596
O 2.700 2.819 -2.003
H 4.581 3.582 -1.344
H 4.121 2.021 -0.723
H 4.535 2.078 -2.366
H 2.525 3.539 -2.615
C -2.583 -1.408 1.726
O -3.497 -2.499 1.902
H -2.821 -0.683 2.504
H -1.584 -1.761 1.983
H -2.757 -0.902 0.777
H -3.333 -2.879 2.768
C 3.430 0.085 4.902
O 4.226 -0.013 3.708
H 2.944 -0.848 5.188
H 4.152 0.317 5.685
H 2.596 0.787 4.886
H 5.029 -0.494 3.918
C 2.791 -4.037 2.659
O 3.723 -4.551 1.746
H 1.785 -4.372 2.404
H 3.013 -4.308 3.691
H 2.686 -2.952 2.699
H 4.599 -4.171 1.839
C -0.689 2.842 -3.031
O -0.775 4.228 -2.677
H 0.295 2.515 -2.693
H -1.443 2.251 -2.510
H -0.758 2.678 -4.106
H -0.995 4.311 -1.746
C -2.581 2.606 0.255
C -2.670 4.034 -0.191
C -3.612 4.839 0.720
O -3.613 6.191 0.352
C -4.563 6.913 1.086
N -1.294 4.575 -0.063
H -3.572 2.201 0.051
H -2.243 2.386 1.268
H -1.917 2.055 -0.410
H -3.051 4.033 -1.212
H -3.209 4.728 1.727
H -4.599 4.397 0.584
H -4.567 7.906 0.636
H -4.149 7.096 2.078
H -5.532 6.418 1.134
H -1.391 5.566 0.104
H -1.008 4.375 0.885
C -8.263 3.285 0.258
C -8.026 2.010 -0.581
C -6.770 1.269 -0.148
O -6.736 0.071 -0.975
C -5.715 -0.879 -0.535
N -9.289 1.284 -0.618
H -7.518 4.068 0.116
H -8.316 3.160 1.340
H -9.146 3.825 -0.083
H -7.869 2.213 -1.640
H -7.013 1.049 0.891
H -5.877 1.874 -0.304
H -5.715 -1.791 -1.132
H -5.794 -1.183 0.509
H -4.760 -0.391 -0.731
H -9.531 0.741 0.199
H -9.094 0.576 -1.312
C -0.330 -4.855 -2.386
C -0.314 -6.327 -2.903
C 0.441 -6.395 -4.261
O 0.458 -7.763 -4.750
C 1.176 -7.809 -5.956
N 0.484 -7.080 -1.968
H -0.908 -4.152 -2.986
H 0.711 -4.566 -2.240
H -0.732 -4.773 -1.376
H -1.253 -6.876 -2.980
H 1.446 -5.993 -4.138
H -0.049 -5.747 -4.988
H 2.148 -7.321 -5.883
H 0.625 -7.314 -6.755
H 1.492 -8.820 -6.211
H 1.004 -7.769 -2.494
H 1.200 -6.448 -1.640
C -0.716 -2.735 -5.694
C -1.994 -1.907 -5.700
C -3.123 -2.639 -4.916
O -4.324 -1.819 -4.927
C -5.386 -2.348 -4.088
N -1.722 -0.568 -5.235
H -0.962 -3.665 -6.206
H -0.289 -2.806 -4.694
H 0.138 -2.248 -6.165
H -2.339 -1.818 -6.730
H -2.787 -2.682 -3.880
H -3.349 -3.605 -5.367
H -5.812 -3.309 -4.375
H -6.273 -1.715 -4.072
H -4.998 -2.546 -3.089
H -1.282 0.075 -5.878
H -2.643 -0.167 -5.129
C 2.644 -0.313 -5.182
C 3.892 0.177 -4.509
C 4.112 -0.458 -3.128
O 4.384 -1.839 -3.294
C 3.418 -2.695 -2.673
N 5.061 0.016 -5.392
H 2.449 0.096 -6.173
H 1.758 -0.015 -4.622
H 2.563 -1.398 -5.250
H 3.773 1.252 -4.375
H 3.249 -0.207 -2.512
H 5.020 -0.031 -2.702
H 2.420 -2.461 -3.044
H 3.336 -2.501 -1.604
H 3.540 -3.761 -2.866
H 4.738 -0.059 -6.346
H 5.453 -0.912 -5.317
C 1.121 4.558 4.677
C -0.078 4.612 3.749
C -0.409 6.118 3.481
O -0.784 6.677 4.701
C -1.131 8.056 4.642
N 0.208 3.776 2.546
H 1.955 5.222 4.445
H 1.458 3.528 4.793
H 0.805 4.780 5.696
H -0.930 4.213 4.299
H -1.223 6.253 2.769
H 0.440 6.584 2.980
H -1.784 8.321 5.474
H -1.620 8.351 3.714
H -0.154 8.516 4.788
H 0.152 2.864 2.978
H 1.184 3.721 2.293
C 5.616 -0.846 0.448
C 7.162 -0.821 0.534
C 7.802 0.145 -0.446
O 7.526 1.524 -0.069
C 8.085 2.426 -1.050
N 7.448 -0.431 1.919
H 5.109 -1.288 1.305
H 5.151 -1.307 -0.423
H 5.207 0.165 0.467
H 7.525 -1.847 0.478
H 7.331 0.093 -1.427
H 8.845 -0.148 -0.566
H 7.719 2.141 -2.036
H 9.175 2.397 -1.045
H 7.777 3.466 -0.942
H 7.162 0.536 1.850
H 8.450 -0.379 2.041
C -3.903 -5.637 -2.155
C -4.508 -4.693 -1.081
C -4.926 -5.485 0.163
O -5.927 -6.517 -0.079
C -7.246 -6.064 0.060
N -3.437 -3.735 -0.663
H -4.609 -6.440 -2.367
H -3.065 -6.118 -1.652
H -3.663 -5.134 -3.092
H -5.435 -4.253 -1.447
H -5.227 -4.809 0.964
H -4.079 -6.062 0.531
H -7.342 -5.604 1.044
H -7.872 -6.955 0.036
H -7.560 -5.351 -0.703
H -2.663 -4.239 -0.255
H -3.709 -3.210 0.156
C 3.506 4.472 1.659
C 4.054 3.198 2.282
C 4.853 3.506 3.593
O 6.037 4.298 3.539
C 6.886 3.918 2.443
N 2.919 2.345 2.663
H 2.963 4.286 0.732
H 4.341 5.120 1.393
H 3.007 5.053 2.434
H 4.740 2.653 1.635
H 5.153 2.631 4.168
H 4.184 4.042 4.267
H 7.826 4.387 2.733
H 6.468 4.318 1.519
H 6.953 2.831 2.485
H 3.436 1.549 3.007
H 2.430 2.011 1.845
C -0.902 0.881 4.025
C -1.481 0.205 5.338
C -0.410 -0.649 6.101
O -0.015 -1.758 5.323
C 0.758 -2.626 6.031
N -1.990 1.334 6.197
H -1.742 1.451 3.629
H -0.562 0.078 3.371
H -0.096 1.593 4.201
H -2.191 -0.538 4.976
H -0.874 -0.965 7.035
H 0.432 -0.021 6.393
H 0.135 -3.050 6.819
H 1.701 -2.298 6.468
H 1.042 -3.464 5.395
H -2.404 1.010 7.059
H -2.645 1.848 5.626
C 1.814 -0.931 1.016
C 1.641 0.150 -0.077
C 0.691 -0.370 -1.182
O -0.675 -0.484 -0.790
C -1.587 -1.173 -1.660
N 1.310 1.503 0.422
H 2.539 -0.695 1.795
H 2.212 -1.884 0.669
H 0.839 -1.040 1.491
H 2.627 0.231 -0.534
H 1.097 -1.248 -1.685
H 0.726 0.382 -1.970
H -2.607 -0.971 -1.334
H -1.413 -2.249 -1.663
H -1.471 -0.820 -2.684
H 0.392 1.405 0.832
H 1.140 2.148 -0.336
*
```

---

2.
C49H27Cl6F5IN5O2PSSm as an isolated structure, computed with wB97M-V/def2-TZVPD.

As for the expectation value of S²: 8.759. For the LUMO energy (spin up / spin down), the calculation gives -0.80 / -0.80 eV.

ORCA input file:
```
! RIJCOSX wB97M-V def2-TZVPD def2/J DEFGRID3
* xyz 0 6
Sm -0.276 -0.092 0.006
F -1.235 -6.914 -0.668
C -0.958 -5.763 -0.043
C -0.497 -4.660 -0.754
F -0.307 -4.726 -2.078
C -0.192 -3.495 -0.078
F 0.228 -2.405 -0.834
C -0.304 -3.353 1.314
S 0.131 -1.925 2.163
C -0.779 -4.487 1.999
F -0.911 -4.427 3.329
C -1.112 -5.656 1.341
F -1.565 -6.709 2.030
N 2.412 -0.968 0.300
C 3.446 -0.957 -0.695
C 4.722 -1.425 -0.406
C 5.701 -1.430 -1.382
C 5.410 -0.962 -2.655
C 4.147 -0.481 -2.946
C 3.152 -0.476 -1.973
P 1.462 0.201 -2.255
C 1.939 1.792 -3.036
C 2.355 2.798 -2.166
C 2.715 4.043 -2.647
C 2.671 4.296 -4.008
C 2.276 3.297 -4.881
C 1.913 2.049 -4.402
C 0.870 -0.794 -3.661
C -0.121 -0.272 -4.494
C -0.641 -1.035 -5.521
C -0.206 -2.337 -5.706
C 0.754 -2.872 -4.865
C 1.296 -2.106 -3.849
H 2.089 -1.932 0.431
H 2.814 -0.729 1.209
H 4.942 -1.790 0.588
H 6.688 -1.802 -1.152
H 6.174 -0.971 -3.419
H 3.922 -0.108 -3.935
H 2.375 2.595 -1.101
H 3.026 4.826 -1.969
H 2.945 5.272 -4.378
H 2.244 3.487 -5.944
H 1.610 1.276 -5.092
H -0.489 0.732 -4.329
H -1.396 -0.617 -6.170
H -0.628 -2.937 -6.498
H 1.079 -3.893 -4.994
H 2.048 -2.528 -3.195
Cl -2.901 5.455 -4.074
C -2.520 3.956 -3.294
C -3.181 2.809 -3.675
C -2.833 1.598 -3.097
I -3.798 -0.206 -3.601
C -1.807 1.467 -2.154
O -1.384 0.326 -1.756
C -1.228 2.692 -1.661
N -0.392 2.593 -0.599
C 0.138 3.706 -0.133
C -0.061 4.967 -0.707
C -0.891 5.081 -1.787
C -1.558 3.937 -2.268
H -3.943 2.844 -4.440
H 0.776 3.612 0.736
H 0.432 5.830 -0.286
H -1.054 6.029 -2.273
Cl -7.278 -0.865 2.812
C -5.749 -1.016 2.041
C -4.835 0.032 2.053
Cl -5.236 1.508 2.835
C -3.607 -0.119 1.434
Cl -2.440 1.163 1.410
C -3.214 -1.305 0.762
O -2.077 -1.421 0.208
C -4.182 -2.347 0.779
Cl -3.760 -3.811 -0.015
C -5.412 -2.207 1.391
Cl -6.543 -3.493 1.356
N 0.283 5.264 9.723
C 0.454 4.789 8.695
C 0.683 4.195 7.431
C 1.918 4.353 6.802
C 2.153 3.757 5.579
C 1.160 3.000 4.957
C -0.076 2.854 5.585
C -0.313 3.440 6.811
N 1.394 2.410 3.701
C 2.505 2.569 2.913
C 2.278 1.858 1.776
N 1.045 1.262 1.838
C 0.552 1.607 3.005
H 2.689 4.942 7.275
H 3.120 3.891 5.122
H -0.866 2.286 5.122
H -1.272 3.319 7.292
H 3.351 3.158 3.194
H 2.925 1.737 0.927
H -0.391 1.259 3.378
*
```

---

3.
C49H39CeCl3N2O4Si as an isolated structure, computed with wB97M-V/def2-TZVPD.

For the LUMO energy, the calculation gives -2.32 eV.

ORCA input file:
```
! RIJCOSX wB97M-V def2-TZVPD def2/J DEFGRID3
* xyz 0 1
Ce -1.855 1.106 -1.482
O -0.240 1.821 0.310
C -0.747 2.840 1.252
C -2.290 2.657 1.256
O -2.914 3.144 2.198
O -2.772 2.025 0.263
C -0.363 4.244 0.761
C 0.472 4.534 -0.286
C 0.710 5.875 -0.567
C 0.152 6.860 0.266
C -0.816 6.564 1.167
C -1.074 5.193 1.428
C -0.188 2.405 2.627
C -0.556 1.100 3.038
C -0.043 0.531 4.194
C 0.595 1.306 5.084
C 0.910 2.570 4.784
C 0.494 3.166 3.595
H 0.679 1.904 0.329
H 0.830 3.795 -0.948
H 1.375 6.181 -1.385
H 0.376 7.903 0.077
H -1.311 7.385 1.802
H -1.791 4.806 2.137
H -1.186 0.520 2.399
H -0.289 -0.553 4.412
H 1.038 0.814 5.919
H 1.481 3.234 5.408
H 0.814 4.156 3.340
N -3.497 3.071 -2.284
H -3.314 4.041 -2.064
H -4.314 2.727 -1.842
H -3.800 3.077 -3.242
Cl -0.676 6.167 -4.535
C -0.175 4.505 -4.349
Cl 0.986 3.938 -5.499
Cl -3.979 -0.093 -2.526
C -0.616 3.504 -3.607
N -0.792 2.752 -2.705
O -0.400 -0.182 -2.252
Si 0.779 -1.139 -2.718
C 0.305 -2.958 -2.215
C -0.988 -3.509 -2.047
C -1.201 -4.838 -1.825
C -0.139 -5.722 -1.757
C 1.141 -5.208 -1.824
C 1.365 -3.827 -2.126
C 1.136 -0.972 -4.564
C 1.990 -1.905 -5.202
C 2.597 -1.580 -6.425
C 2.225 -0.355 -7.008
C 1.348 0.576 -6.429
C 0.803 0.267 -5.198
C 2.240 -0.503 -1.713
C 1.954 -0.124 -0.393
C 2.676 0.798 0.301
C 3.635 1.553 -0.371
C 4.107 1.113 -1.582
C 3.377 0.053 -2.188
H -1.922 -2.879 -2.192
H -2.214 -5.237 -1.754
H -0.340 -6.767 -1.549
H 2.003 -5.853 -1.759
H 2.331 -3.516 -2.304
H 2.231 -2.862 -4.786
H 3.353 -2.182 -6.905
H 2.826 -0.132 -7.939
H 1.073 1.470 -6.961
H 0.102 0.900 -4.698
H 1.074 -0.575 0.140
H 2.497 1.062 1.310
H 4.133 2.415 0.130
H 4.976 1.550 -2.078
H 3.735 -0.134 -3.239
C -1.921 -0.964 0.340
C -1.636 -1.730 1.313
C -1.281 -2.445 2.409
C -2.254 -2.766 3.516
C -3.390 -1.966 3.567
C -4.356 -2.364 4.464
C -4.212 -3.474 5.299
C -3.100 -4.302 5.112
C -2.049 -3.919 4.258
C 0.101 -2.870 2.481
C 0.541 -3.488 1.327
C 1.747 -4.182 1.315
C 2.463 -4.252 2.514
C 2.019 -3.624 3.679
C 0.824 -2.925 3.716
H -3.586 -1.088 2.945
H -5.228 -1.752 4.556
H -5.070 -3.730 5.888
H -3.013 -5.166 5.750
H -1.168 -4.601 4.233
H -0.050 -3.342 0.505
H 2.041 -4.726 0.477
H 3.476 -4.786 2.539
H 2.569 -3.644 4.569
H 0.412 -2.471 4.626
*
```

---

> What is the formula in the second record?

C49H27Cl6F5IN5O2PSSm

---

> Which formula does entry 3 have?

C49H39CeCl3N2O4Si